(1)
The following is a DFT calculation (ωB97M-V with the def2-TZVPD basis set) of C4H9NO2 in the gas phase.

Each line ends with the Mulliken charge.
CARTESIAN COORDINATES (ANGSTROEM)
C (1.92416, -0.31135, 1.82744)  -1.181
C (0.52450, -0.53859, 1.26366)  -0.193
C (0.30146, 0.26566, 0.00032)  -0.542
O (-1.04817, 0.04799, -0.43362)  -0.331
C (-1.25738, 0.19140, -1.74910)  0.629
N (-2.60786, 0.02330, -2.05274)  -0.488
O (-0.39408, 0.47901, -2.54755)  -0.556
H (2.07634, 0.74572, 2.07625)  0.316
H (2.08096, -0.90071, 2.73679)  0.344
H (2.69468, -0.59609, 1.10118)  0.323
H (0.36989, -1.59760, 1.02966)  0.264
H (-0.23612, -0.26566, 2.00362)  0.280
H (0.44214, 1.33962, 0.18156)  0.259
H (0.98317, -0.02807, -0.80164)  0.363
H (-2.79259, 0.33512, -2.99361)  0.278
H (-2.94868, -0.91910, -1.91605)  0.236

The value obtained for the total energy is -9879.6404 eV. The structure (SMILES) is CCCOC(N)=O. The LUMO energy is 0.9 eV. The HOMO energy is -10.18 eV. The relative energy (zero: lowest compared OMol25 entry of this formula, charge and spin) is 40.6 kJ/mol.


(2)
The following is a DFT calculation (ωB97M-V with the def2-TZVPD basis set) of C32H48B2O34V as an isolated structure.

Each line ends with the Löwdin spin population.
CARTESIAN COORDINATES (ANGSTROEM)
V (11.17871, 0.87472, -0.52307)  2.796
O (12.24535, 1.41149, 7.48267)  0.000
C (12.61931, 1.81793, 6.41530)  0.000
O (13.32522, 1.12971, 5.49753)  0.000
B (13.52515, 1.98298, 4.30768)  0.000
O (13.16337, 3.34830, 4.81085)  0.000
C (12.56805, 3.32368, 5.99861)  0.000
O (12.09727, 4.22451, 6.69752)  0.000
O (12.65237, 1.60863, 3.21739)  0.002
C (13.37684, 1.48416, 2.09859)  0.004
O (12.98118, 1.26457, 0.94282)  0.011
C (14.83976, 1.71613, 2.44608)  0.000
O (14.90201, 1.87215, 3.71632)  0.000
O (15.78896, 1.73694, 1.62876)  0.001
O (12.93903, -0.29350, -1.52581)  0.015
C (14.08706, -0.63690, -1.55499)  0.008
O (14.54629, -1.74754, -1.02356)  0.004
B (16.02000, -1.64310, -1.13263)  0.000
O (16.33079, -0.31203, -1.72129)  0.000
C (15.26487, 0.20502, -2.06374)  0.001
O (15.14040, 1.31387, -2.69094)  0.001
O (16.65706, -1.70066, 0.20948)  0.000
C (17.54377, -2.67849, 0.28287)  0.000
O (18.19097, -3.07317, 1.25395)  0.000
C (17.61375, -3.30190, -1.14847)  0.000
O (16.70459, -2.70383, -1.93563)  0.000
O (18.38611, -4.21827, -1.54831)  0.000
C (6.99728, -0.18734, 4.51342)  0.000
C (7.98748, 0.95879, 4.24819)  0.000
O (8.75432, 0.66644, 3.08402)  0.001
C (9.56804, 1.61001, 2.46373)  0.003
O (10.19636, 1.35311, 1.47390)  0.013
O (9.41636, 2.80361, 3.01993)  0.002
C (10.20606, 3.87617, 2.53683)  0.000
H (6.36659, 0.03005, 5.37544)  0.000
H (7.48877, -1.15652, 4.59849)  0.000
H (6.28952, -0.16997, 3.68464)  0.000
H (8.66427, 0.97319, 5.10250)  0.000
H (7.41056, 1.88352, 4.23636)  0.000
H (11.22287, 3.64624, 2.85515)  0.000
H (9.91701, 4.79082, 3.05450)  0.000
H (10.14867, 3.89661, 1.44853)  0.000
C (10.68393, -4.86958, -1.62879)  0.000
C (11.14221, -3.42368, -1.25381)  0.000
O (11.31733, -3.43223, 0.16526)  0.002
C (11.43021, -2.36485, 0.88995)  0.003
O (11.42905, -1.19019, 0.46455)  0.012
O (11.45105, -2.77438, 2.14255)  0.001
C (11.46656, -1.77451, 3.15105)  0.000
H (10.55614, -5.09138, -2.68831)  0.000
H (9.67537, -5.08035, -1.27314)  0.000
H (11.27105, -5.69097, -1.21805)  0.000
H (10.36805, -2.67846, -1.43664)  0.000
H (12.06802, -3.16355, -1.76695)  0.000
H (12.21331, -2.12953, 3.86127)  0.000
H (10.50656, -1.71254, 3.66356)  0.000
H (11.69826, -0.75286, 2.84997)  0.000
C (5.73877, 2.45255, 1.02679)  0.000
C (6.41761, 3.38738, -0.00623)  0.000
O (7.77874, 2.98714, 0.04070)  0.002
C (8.65364, 3.16577, -1.04011)  0.007
O (9.80125, 2.69698, -1.00583)  0.018
O (8.12418, 3.85975, -2.07623)  0.003
C (8.77171, 3.98904, -3.30854)  0.000
H (6.33278, 2.26595, 1.92146)  0.000
H (5.32560, 1.56014, 0.55668)  0.000
H (4.82170, 2.90482, 1.40433)  0.000
H (6.17577, 4.42998, 0.20013)  0.000
H (5.96933, 3.10630, -0.95921)  0.000
H (8.17404, 4.64865, -3.93767)  0.000
H (8.67128, 2.99440, -3.74295)  0.000
H (9.81911, 4.23022, -3.12719)  0.000
C (5.04386, 0.86986, -2.75650)  0.000
C (6.07158, -0.30120, -2.41430)  0.000
O (7.34338, 0.13850, -1.92286)  0.001
C (7.92320, -0.36142, -0.84865)  0.004
O (9.08901, -0.11623, -0.52584)  0.017
O (7.04641, -1.04920, -0.05607)  0.001
C (7.55530, -1.68914, 1.07643)  0.000
H (4.58180, 0.64977, -3.71886)  0.000
H (5.39883, 1.90025, -2.73646)  0.000
H (4.29217, 0.87425, -1.96716)  0.000
H (6.16828, -0.92511, -3.30283)  0.000
H (5.45997, -0.94449, -1.78168)  0.000
H (7.76661, -2.71619, 0.77874)  0.000
H (6.82015, -1.65667, 1.88054)  0.000
H (8.45503, -1.21118, 1.46392)  0.000
C (16.08143, 4.77349, -0.32969)  0.000
C (14.88280, 3.78004, -0.49780)  0.000
O (14.14184, 4.17806, -1.67627)  0.002
C (12.94101, 3.63289, -1.89514)  0.005
O (12.41607, 2.73366, -1.25797)  0.023
O (12.35820, 4.17405, -3.01680)  0.001
C (13.07864, 4.83035, -4.03334)  0.000
H (16.55248, 4.54630, 0.62665)  0.000
H (15.81344, 5.82592, -0.23661)  0.000
H (16.80799, 4.59273, -1.12185)  0.000
H (14.21537, 3.71720, 0.36167)  0.000
H (15.27859, 2.78708, -0.71107)  0.000
H (12.50930, 5.06560, -4.93256)  0.000
H (13.91653, 4.17070, -4.25894)  0.000
H (13.31001, 5.80379, -3.60093)  0.000
C (11.86952, 1.88742, -5.40890)  0.000
C (12.29409, 0.43583, -5.13621)  0.000
O (11.11019, -0.32672, -4.88999)  0.003
C (10.46783, -0.29220, -3.67102)  0.008
O (10.70508, 0.48012, -2.67227)  0.023
O (9.52100, -1.23127, -3.49284)  0.001
C (9.29356, -2.22302, -4.47923)  0.000
H (11.45433, 1.94762, -6.41493)  0.000
H (12.74750, 2.53045, -5.47027)  0.000
H (11.24473, 2.37609, -4.66129)  0.000
H (13.05639, 0.35227, -4.36162)  0.000
H (12.72404, 0.14618, -6.09504)  0.000
H (8.39183, -2.79069, -4.24958)  0.000
H (10.08267, -2.95460, -4.65294)  0.000
H (9.11432, -1.69596, -5.41636)  0.000

The value obtained for the total energy is -130627.9477 eV. Its multiplicity is 4. The LUMO energy (alpha / beta) is -0.4 / -0.4 eV. The HOMO energy (alpha / beta) is -8.47 / -9.09 eV.


(3)
The following is a DFT calculation (ωB97M-V with the def2-TZVPD basis set) of CN2O3S in the gas phase.

Each line ends with the Mulliken charge.
CARTESIAN COORDINATES (ANGSTROEM)
C (0.84426, -0.02852, -0.25705)  0.249
N (-0.98831, -0.84832, -0.42677)  0.257
N (0.05033, 1.04765, 0.06578)  0.743
O (-1.04028, 0.38031, 0.59937)  -0.278
O (-0.87071, -1.87579, 0.10485)  -0.253
O (-0.05129, 2.11016, -0.42390)  -0.537
S (2.05600, -0.78548, 0.33773)  -0.182

The value obtained for the total energy is -20986.0168 eV. The LUMO energy (alpha / beta) is -1.7 / -1.7 eV. The HOMO energy (alpha / beta) is -9.11 / -9.11 eV. The relative energy (zero: lowest compared OMol25 entry of this formula, charge and spin) is 431.0 kJ/mol.


(4)
The following is a DFT calculation (ωB97M-V with the def2-TZVPD basis set) of C5H4F3N3O in the gas phase.

Each line ends with the Mulliken charge.
CARTESIAN COORDINATES (ANGSTROEM)
H (-0.36321, 1.35922, 0.96313)  0.304
N (-0.87314, 0.62245, 0.66979)  -0.562
N (-0.35718, 0.04876, -0.27527)  0.435
C (-0.47481, -0.92232, -1.05923)  0.059
C (0.22305, -2.13083, -1.01170)  -0.691
C (0.97224, -2.33217, 0.17626)  0.053
N (1.30036, -1.21685, 0.87666)  -0.250
C (2.05334, -1.32272, 1.93588)  0.259
O (1.98142, -2.14777, 2.84860)  -0.558
C (2.39566, 0.27025, 2.32449)  0.812
F (2.59173, 1.11288, 1.26699)  -0.262
F (3.43046, 0.50611, 3.12846)  -0.260
F (1.35178, 0.83243, 2.98413)  -0.268
H (-0.74272, -0.52737, -2.01613)  0.355
H (-0.15295, -3.04127, -1.56857)  0.310
H (1.65950, -3.26337, 0.41713)  0.264

The value obtained for the total energy is -19915.2781 eV. The structure (SMILES) is [H]/N=N/C=C\C=N\C(=O)C(F)(F)F. The LUMO energy (alpha / beta) is -1.1 / -1.1 eV. The HOMO energy (alpha / beta) is -8.99 / -8.99 eV. The relative energy (zero: lowest compared OMol25 entry of this formula, charge and spin) is 279.3 kJ/mol.